1.
Formula: C42H95N9O7
Source: OMol25
Level of theory: ωB97M-V/def2-TZVPD

Last columns: bonded neighbours and bond lengths (Å).
Geometry (Å):
1 O -0.36 0.11 1.27  C18 1.222
2 O -1.01 5.14 2.96  N14 1.425, H150 0.970
3 O 0.26 3.49 -4.76  N9 1.413, H81 0.963
4 O -0.07 -9.80 1.00  N11 1.409, H94 0.961
5 O -3.79 -1.56 -3.28  C37 1.395, C46 1.401
6 O 6.78 0.61 -0.40  N15 1.413, H59 0.963
7 O -4.13 2.00 0.70  C38 1.221
8 N -4.23 2.49 2.94  C38 1.362, H111 1.001, H124 1.004
9 N -0.75 4.01 -3.91  O3 1.413, C17 1.457, C45 1.460
10 N -2.17 -0.35 -0.01  C18 1.364, H72 1.003, H148 1.009
11 N -0.64 -8.51 0.96  O4 1.409, C53 1.456, C55 1.456
12 N -0.52 -1.94 0.30  C18 1.378, H60 1.000, H75 1.005
13 N -4.75 0.63 -4.86  C40 1.448, H120 1.011, H128 1.010
14 N 0.19 4.56 3.46  O2 1.425, C20 1.486, C29 1.458
15 N 5.53 0.17 0.08  O6 1.413, C26 1.443, C30 1.452
16 N -3.34 4.00 1.44  C38 1.388, H78 1.006, H126 1.006
17 C -0.41 5.36 -3.47  N9 1.457, C31 1.528, C44 1.541, C49 1.500
18 C -1.00 -0.69 0.59  O1 1.222, N10 1.364, N12 1.378
19 C 1.50 5.84 1.85  C29 1.524, H68 1.090, H73 1.094, H129 1.092
20 C -0.09 3.43 4.39  N14 1.486, C25 1.530, C27 1.543, C39 1.547
21 C 4.65 0.37 -2.19  C26 1.529, H82 1.095, H127 1.085, H132 1.097
22 C -2.27 3.57 -2.00  C45 1.548, C47 1.541, H118 1.093, H138 1.098
23 C 4.06 -0.40 1.92  C30 1.536, C57 1.511, H80 1.089, H108 1.098
24 C -0.92 -6.35 2.03  C36 1.499, C53 1.560, H71 1.090, H139 1.100
25 C -0.91 4.02 5.55  C20 1.530, H66 1.102, H122 1.087, H146 1.086
26 C 4.75 -0.50 -0.93  N15 1.443, C21 1.529, C28 1.542, C42 1.527
27 C -0.79 2.27 3.66  C20 1.543, H65 1.095, H85 1.089, H140 1.082
28 C 5.38 -1.85 -1.36  C26 1.542, H64 1.096, H99 1.097, H107 1.091
29 C 1.17 4.45 2.39  N14 1.458, C19 1.524, C50 1.551, C54 1.523
30 C 5.51 -0.15 1.49  N15 1.452, C23 1.536, C48 1.533, C51 1.530
31 C 0.91 5.39 -2.71  C17 1.528, H98 1.093, H103 1.099, H135 1.094
32 C -6.65 0.80 -3.36  C40 1.525, H70 1.089, H79 1.095, H143 1.092
33 C -1.70 -6.76 -0.30  C36 1.537, C55 1.528, H136 1.090, H137 1.092
34 C -0.53 -8.32 3.36  C53 1.530, H104 1.093, H116 1.089, H121 1.096
35 C 1.38 -7.39 1.98  C53 1.522, H95 1.087, H100 1.089, H125 1.096
36 C -1.03 -5.76 0.66  C24 1.499, C33 1.537, H96 1.101, H114 1.097
37 C -3.55 -2.91 -3.04  O5 1.395, H115 1.097, H123 1.098, H151 1.092
38 C -3.90 2.74 1.64  O7 1.221, N8 1.362, N16 1.388
39 C 1.27 2.95 4.93  C20 1.547, C41 1.510, H112 1.098, H147 1.092
40 C -5.21 0.33 -3.52  N13 1.448, C32 1.525, C46 1.529, H90 1.094
41 C 2.25 2.64 3.83  C39 1.510, C54 1.533, H63 1.091, H101 1.091
42 C 3.32 -0.78 -0.46  C26 1.527, C57 1.510, H87 1.102, H142 1.091
43 C -2.27 2.01 -3.84  C45 1.531, H83 1.087, H113 1.102, H119 1.084
44 C -0.25 6.29 -4.69  C17 1.541, H105 1.086, H117 1.085, H141 1.100
45 C -1.34 2.97 -3.08  N9 1.460, C22 1.548, C43 1.531, C52 1.534
46 C -5.10 -1.13 -3.07  O5 1.401, C40 1.529, H133 1.104, H152 1.104
47 C -1.89 4.97 -1.47  C22 1.541, C49 1.513, H61 1.098, H130 1.088
48 C 6.37 -1.38 1.82  C30 1.533, H69 1.095, H89 1.098, H145 1.086
49 C -1.54 5.88 -2.63  C17 1.500, C47 1.513, H91 1.097, H153 1.104
50 C 0.78 3.52 1.21  C29 1.551, H86 1.093, H106 1.096, H134 1.086
51 C 6.01 1.04 2.31  C30 1.530, H67 1.093, H76 1.090, H109 1.090
52 C -0.26 2.17 -2.34  C45 1.534, H62 1.092, H92 1.093, H131 1.093
53 C -0.11 -7.68 2.04  N11 1.456, C24 1.560, C34 1.530, C35 1.522
54 C 2.45 3.93 3.03  C29 1.523, C41 1.533, H74 1.101, H84 1.093
55 C -0.87 -8.04 -0.40  N11 1.456, C33 1.528, C56 1.525, C58 1.547
56 C -1.75 -9.05 -1.12  C55 1.525, H88 1.093, H110 1.093, H149 1.093
57 C 3.19 -1.20 0.98  C23 1.511, C42 1.510, H97 1.105, H144 1.094
58 C 0.39 -7.77 -1.26  C55 1.547, H77 1.097, H93 1.086, H102 1.087
59 H 6.71 1.56 -0.30  O6 0.963
60 H -1.00 -2.68 -0.16  N12 1.000
61 H -1.02 4.82 -0.82  C47 1.098
62 H 0.20 2.72 -1.51  C52 1.092
63 H 3.23 2.34 4.22  C41 1.091
64 H 5.11 -2.15 -2.38  C28 1.096
65 H -1.51 2.72 2.96  C27 1.095
66 H -1.74 3.32 5.75  C25 1.102
67 H 5.41 1.94 2.16  C51 1.093
68 H 1.92 6.49 2.61  C19 1.090
69 H 5.97 -2.25 1.29  C48 1.095
70 H -6.93 1.73 -3.84  C32 1.089
71 H -1.84 -6.45 2.62  C24 1.090
72 H -2.82 -0.95 -0.49  N10 1.003
73 H 2.26 5.76 1.06  C19 1.094
74 H 3.19 3.65 2.27  C54 1.101
75 H 0.37 -2.07 0.75  N12 1.005
76 H 7.04 1.25 2.00  C51 1.090
77 H 0.32 -6.76 -1.67  C58 1.097
78 H -3.09 4.07 0.46  N16 1.006
79 H -7.29 0.02 -3.79  C32 1.095
80 H 4.01 -0.79 2.94  C23 1.089
81 H -0.18 3.43 -5.62  O3 0.963
82 H 4.19 1.35 -2.02  C21 1.095
83 H -2.42 1.15 -3.20  C43 1.087
84 H 3.00 4.66 3.63  C54 1.093
85 H -1.43 1.72 4.36  C27 1.089
86 H 0.94 4.01 0.25  C50 1.093
87 H 2.78 0.18 -0.56  C42 1.102
88 H -2.74 -9.13 -0.67  C56 1.093
89 H 6.19 -1.74 2.84  C48 1.098
90 H -4.60 0.84 -2.78  C40 1.094
91 H -1.48 6.92 -2.26  C49 1.097
92 H 0.55 1.93 -3.02  C52 1.093
93 H 1.31 -7.76 -0.68  C58 1.086
94 H -0.81 -10.41 0.94  O4 0.961
95 H 1.59 -6.76 1.12  C35 1.087
96 H -1.64 -4.84 0.70  C36 1.101
97 H 3.40 -2.28 1.10  C57 1.105
98 H 1.26 6.38 -2.41  C31 1.093
99 H 5.01 -2.68 -0.75  C28 1.097
100 H 1.96 -8.31 2.08  C35 1.089
101 H 1.89 1.89 3.12  C41 1.091
102 H 0.44 -8.41 -2.14  C58 1.087
103 H 1.75 4.99 -3.29  C31 1.099
104 H -0.25 -7.66 4.19  C34 1.093
105 H 0.58 5.97 -5.32  C44 1.086
106 H -0.30 3.32 1.17  C50 1.096
107 H 6.47 -1.92 -1.33  C28 1.091
108 H 3.62 0.61 1.92  C23 1.098
109 H 5.93 0.80 3.37  C51 1.090
110 H -1.89 -8.74 -2.16  C56 1.093
111 H -4.80 1.68 3.13  N8 1.001
112 H 1.66 3.86 5.43  C39 1.098
113 H -1.76 1.64 -4.75  C43 1.102
114 H -0.12 -5.34 0.23  C36 1.097
115 H -3.71 -3.26 -2.02  C37 1.097
116 H -1.59 -8.55 3.44  C34 1.089
117 H -0.31 7.33 -4.37  C44 1.085
118 H -3.34 3.58 -2.20  C22 1.093
119 H -3.17 2.49 -4.22  C43 1.084
120 H -5.27 0.16 -5.59  N13 1.011
121 H -0.02 -9.28 3.55  C34 1.096
122 H -0.37 4.04 6.49  C25 1.087
123 H -4.14 -3.55 -3.72  C37 1.098
124 H -3.89 3.11 3.64  N8 1.004
125 H 1.67 -6.79 2.85  C35 1.096
126 H -3.76 4.78 1.90  N16 1.006
127 H 4.23 -0.13 -3.06  C21 1.085
128 H -3.76 0.43 -4.96  N13 1.010
129 H 0.64 6.32 1.38  C19 1.092
130 H -2.69 5.34 -0.84  C47 1.088
131 H -0.60 1.23 -1.91  C52 1.093
132 H 5.67 0.68 -2.44  C21 1.097
133 H -5.39 -1.15 -2.00  C46 1.104
134 H 1.31 2.57 1.21  C50 1.086
135 H 0.98 4.71 -1.85  C31 1.094
136 H -1.78 -6.25 -1.26  C33 1.090
137 H -2.68 -6.92 0.16  C33 1.092
138 H -2.19 2.94 -1.11  C22 1.098
139 H -0.36 -5.69 2.71  C24 1.100
140 H -0.13 1.70 3.02  C27 1.082
141 H -1.14 6.08 -5.30  C44 1.100
142 H 2.78 -1.40 -1.17  C42 1.091
143 H -6.87 0.98 -2.30  C32 1.092
144 H 2.14 -1.20 1.30  C57 1.094
145 H 7.43 -1.23 1.64  C48 1.086
146 H -1.43 4.92 5.25  C25 1.086
147 H 1.05 2.22 5.72  C39 1.092
148 H -2.43 0.63 0.01  N10 1.009
149 H -1.36 -10.07 -1.20  C56 1.093
150 H -1.25 4.54 2.23  O2 0.970
151 H -2.50 -3.09 -3.30  C37 1.092
152 H -5.87 -1.77 -3.55  C46 1.104
153 H -2.48 6.01 -3.18  C49 1.104

Total charge   0
SMILES string   CC1(C)CCCC(C)(C)N1O.CC1(C)CCCC(C)(C)N1O.CC1(C)CCCC(C)(C)N1O.CC1(C)CCCC(C)(C)N1O.COC[C@H](C)N.NC(N)=O.NC(N)=O
ΔE to the lowest compared entry with this formula, charge and spin   0.0 kJ/mol



2.
Formula: C3H5Cl2N
Source: OMol25
Level of theory: ωB97M-V/def2-TZVPD

Last columns: bonded neighbours and bond lengths (Å).
Geometry (Å):
1 Cl -3.29 -0.22 -0.38  H8 1.271
2 Cl 2.99 0.07 -0.03  C5 1.757
3 N 0.19 0.99 1.92  C6 1.157, H9 0.928
4 C 0.48 -0.55 -1.25  C5 1.511, H7 1.098, H10 1.106, H11 1.076
5 C 1.24 -0.11 -0.02  Cl2 1.757, C4 1.511, C6 1.306
6 C 0.67 0.44 1.02  N3 1.157, C5 1.306
7 H 0.69 -1.48 -1.79  C4 1.098
8 H -2.84 0.33 0.67  Cl1 1.271
9 H -0.08 0.89 2.80  N3 0.928
10 H 0.50 0.27 -1.99  C4 1.106
11 H -0.55 -0.62 -0.95  C4 1.076

Total charge   0
SMILES string   CC(Cl)=C=N.Cl
ΔE to the lowest compared entry with this formula, charge and spin   150.3 kJ/mol



3.
Formula: C43H58ClF5N6O2
Source: OMol25
Level of theory: ωB97M-V/def2-TZVPD

Last columns: bonded neighbours and bond lengths (Å).
Geometry (Å):
1 Cl -4.83 -2.81 -2.06  C40 1.834
2 F -7.88 0.97 0.06  C53 1.405
3 F -6.56 2.73 0.55  C53 1.388
4 F -6.22 -0.06 -1.42  C21 1.390
5 F -6.46 0.85 1.79  C53 1.389
6 F -4.94 1.79 -1.26  C21 1.419
7 O -2.67 -1.75 -0.77  C32 1.447, C40 1.430
8 O 3.48 3.34 0.08  C29 1.437, C45 1.438
9 N -7.49 8.03 0.57  C37 1.341, C46 1.341
10 N -1.26 -7.25 -1.19  C30 1.341, C54 1.341
11 N 7.56 0.69 -0.75  C17 1.341, C38 1.341
12 N -4.43 0.03 0.16  C21 1.451, C55 1.488, H88 1.027
13 N -9.96 11.48 0.10  C28 1.341, C51 1.342
14 N 10.02 -4.58 -0.98  C19 1.341, C44 1.341
15 C 2.54 -1.55 1.35  C31 1.597, C43 1.597, H90 1.145, H105 1.145
16 C 2.57 0.53 -1.26  C22 1.596, C27 1.626, H77 1.133, H80 1.145
17 C 8.41 -0.11 -1.41  N11 1.341, C56 1.386, H97 1.085
18 C -2.07 -9.31 -2.13  C30 1.385, C57 1.387, H92 1.083
19 C 10.40 -4.18 0.25  N14 1.341, C34 1.386, H113 1.085
20 C 0.51 -2.68 2.51  C35 1.599, C43 1.618, H67 1.148, H115 1.130
21 C -5.51 0.72 -0.51  F4 1.390, F6 1.419, N12 1.451, C53 1.623
22 C 3.51 -0.63 -1.83  C16 1.596, C36 1.594, H70 1.147, H84 1.146
23 C -7.39 5.74 1.32  C37 1.386, C52 1.387, H96 1.082
24 C -12.31 11.89 0.39  C28 1.386, C39 1.387, H94 1.083
25 C -11.52 9.65 0.14  C39 1.387, C51 1.386, H93 1.083
26 C 12.08 -5.81 -1.13  C44 1.386, C49 1.387, H61 1.083
27 C 2.88 1.96 -1.97  C16 1.626, C45 1.617, H82 1.131, H98 1.132
28 C -10.99 12.31 0.28  N13 1.341, C24 1.386, H79 1.085
29 C 3.12 3.00 1.43  O8 1.437, H63 1.132, H78 1.143, H81 1.149
30 C -2.20 -8.19 -1.32  N10 1.341, C18 1.385, H108 1.085
31 C 3.16 -2.40 0.16  C15 1.597, C36 1.611, H60 1.136, H74 1.149
32 C -1.77 -2.66 -1.46  O7 1.447, C33 1.621, H69 1.143, H91 1.132
33 C -0.47 -2.87 -0.51  C32 1.621, C50 1.594, H87 1.146, H103 1.130
34 C 11.59 -4.55 0.84  C19 1.386, C49 1.387, H66 1.083
35 C 0.27 -4.08 1.78  C20 1.599, C50 1.597, H58 1.138, H109 1.147
36 C 4.20 -1.53 -0.71  C22 1.594, C31 1.611, H72 1.148, H76 1.142
37 C -7.33 6.72 0.34  N9 1.341, C23 1.386, H59 1.085
38 C 7.94 1.09 0.47  N11 1.341, C47 1.386, H73 1.085
39 C -12.57 10.53 0.32  C24 1.387, C25 1.387, H106 1.084
40 C -3.92 -2.38 -0.52  Cl1 1.834, O7 1.430, C55 1.605, H62 1.145
41 C -7.78 7.50 2.90  C46 1.386, C52 1.387, H111 1.083
42 C 0.10 -8.51 -2.73  C54 1.385, C57 1.387, H104 1.083
43 C 2.10 -2.40 2.63  C15 1.597, C20 1.618, H100 1.147, H101 1.130
44 C 10.87 -5.38 -1.64  N14 1.341, C26 1.386, H102 1.085
45 C 2.44 3.07 -0.87  O8 1.438, C27 1.617, H71 1.149, H114 1.132
46 C -7.71 8.39 1.85  N9 1.341, C41 1.386, H110 1.085
47 C 9.13 0.73 1.08  C38 1.386, C48 1.387, H64 1.083
48 C 9.99 -0.10 0.37  C47 1.387, C56 1.387, H95 1.084
49 C 12.45 -5.38 0.14  C26 1.387, C34 1.387, H89 1.084
50 C -0.74 -4.04 0.54  C33 1.594, C35 1.597, H83 1.142, H86 1.157
51 C -10.24 10.17 0.04  N13 1.342, C25 1.386, H68 1.085
52 C -7.61 6.15 2.63  C23 1.387, C41 1.387, H99 1.084
53 C -6.61 1.35 0.50  F2 1.405, F3 1.388, F5 1.389, C21 1.623
54 C -0.13 -7.43 -1.90  N10 1.341, C42 1.385, H85 1.085
55 C -4.74 -1.40 0.45  N12 1.488, C40 1.605, H75 1.146, H107 1.137
56 C 9.63 -0.54 -0.89  C17 1.386, C48 1.387, H65 1.083
57 C -0.90 -9.47 -2.85  C18 1.387, C42 1.387, H112 1.084
58 H 1.22 -4.61 1.46  C35 1.138
59 H -7.16 6.45 -0.70  C37 1.085
60 H 2.39 -2.92 -0.50  C31 1.136
61 H 12.73 -6.46 -1.71  C26 1.083
62 H -3.70 -3.33 0.09  C40 1.145
63 H 2.17 2.39 1.53  C29 1.132
64 H 9.38 1.09 2.07  C47 1.083
65 H 10.27 -1.19 -1.47  C56 1.083
66 H 11.85 -4.19 1.84  C34 1.083
67 H 0.15 -2.78 3.59  C20 1.148
68 H -9.38 9.52 -0.10  C51 1.085
69 H -1.38 -2.17 -2.41  C32 1.143
70 H 4.37 -0.11 -2.39  C22 1.147
71 H 2.29 4.03 -1.48  C45 1.149
72 H 4.84 -2.30 -1.27  C36 1.148
73 H 7.23 1.74 0.98  C38 1.085
74 H 3.78 -3.25 0.63  C31 1.149
75 H -4.34 -1.62 1.50  C55 1.146
76 H 4.94 -0.96 -0.05  C36 1.142
77 H 2.67 0.72 -0.15  C16 1.133
78 H 3.05 3.90 2.13  C29 1.143
79 H -10.74 13.36 0.32  C28 1.085
80 H 1.49 0.28 -1.57  C16 1.145
81 H 3.98 2.36 1.85  C29 1.149
82 H 3.98 2.04 -2.20  C27 1.131
83 H -1.83 -4.06 0.86  C50 1.142
84 H 3.00 -1.29 -2.61  C22 1.146
85 H 0.62 -6.65 -1.77  C54 1.085
86 H -0.58 -5.03 -0.03  C50 1.157
87 H 0.35 -3.23 -1.23  C33 1.146
88 H -4.11 0.53 1.00  N12 1.027
89 H 13.39 -5.69 0.57  C49 1.084
90 H 1.61 -1.02 0.94  C15 1.145
91 H -2.20 -3.69 -1.66  C32 1.132
92 H -2.87 -10.04 -2.19  C18 1.083
93 H -11.69 8.58 0.07  C25 1.083
94 H -13.11 12.61 0.53  C24 1.083
95 H 10.93 -0.41 0.81  C48 1.084
96 H -7.25 4.70 1.07  C23 1.082
97 H 8.09 -0.42 -2.39  C17 1.085
98 H 2.19 2.05 -2.86  C27 1.132
99 H -7.66 5.42 3.43  C52 1.084
100 H 2.22 -1.70 3.54  C43 1.147
101 H 2.70 -3.34 2.80  C43 1.130
102 H 10.54 -5.69 -2.62  C44 1.085
103 H -0.26 -1.86 -0.05  C33 1.130
104 H 1.03 -8.59 -3.28  C42 1.083
105 H 3.29 -0.71 1.59  C15 1.145
106 H -13.59 10.16 0.40  C39 1.084
107 H -5.85 -1.63 0.49  C55 1.137
108 H -3.10 -8.03 -0.74  C30 1.085
109 H -0.22 -4.77 2.56  C35 1.147
110 H -7.84 9.46 2.01  C46 1.085
111 H -7.96 7.85 3.91  C41 1.083
112 H -0.76 -10.33 -3.49  C57 1.084
113 H 9.70 -3.53 0.76  C19 1.085
114 H 1.43 2.80 -0.43  C45 1.132
115 H -0.06 -1.81 2.07  C20 1.130

Total charge   0
SMILES string   COCCCCCCCCCCCCCO[C@H](Cl)CNC(F)(F)C(F)(F)F.c1ccncc1.c1ccncc1.c1ccncc1.c1ccncc1.c1ccncc1



These records have HOMO energy values of -8.0, -8.2, -9.2 eV, in the order they appear.
These records have total energy values of -2676.59817, -1092.37565, -3111.65081 hartree, in the order they appear.